Record 1
Here is C46H46Cl2GdN6O3S2 as an isolated structure in a non-equilibrium geometry from the Open Molecules 2025 dataset. Energies are from the ωB97M-V functional and the def2-TZVPD basis.

As for the total charge: -1. Its multiplicity is 8. The value obtained for the HOMO energy (spin up / spin down) is -2.989 / -4.821 eV. The HOMO-LUMO gap (spin up / spin down) comes out at 4.72 / 5.18 eV. For the maximum force, the calculation gives 4.7 eV Å⁻¹. Its molecular weight is 1023.20 g/mol.

Geometry (Å):
1 C -0.60489 0.89652 -5.24692
2 H 2.85015 3.24533 4.72431
3 C -1.43833 -3.69612 -3.26863
4 O 4.53655 1.85429 -5.94382
5 H -3.18753 -4.72895 0.33572
6 H 0.45728 -3.99101 -0.61470
7 C 2.47439 2.76873 3.76662
8 C 4.32379 -1.27842 -3.98299
9 H -2.96449 5.40700 3.41196
10 C -1.58719 -2.87108 -2.14473
11 C -1.58589 -2.91302 3.68303
12 C 2.81689 -0.83107 -2.09838
13 H 1.89372 -0.30179 2.37920
14 C 4.88908 0.72282 -5.62416
15 C -3.48030 -3.50024 5.06350
16 C -0.98866 -1.88707 -4.74940
17 C -1.52474 3.21434 3.04377
18 O 5.78764 0.02592 -6.42120
19 H 4.66359 -2.08918 -4.67472
20 H -2.14815 2.88649 3.90011
21 Cl -0.10571 -3.35300 2.93943
22 C -2.99103 -4.37182 -0.67810
23 C 3.71877 1.04344 -3.50085
24 N 4.23741 -1.42025 2.69392
25 H -1.00559 5.67825 1.78777
26 C 3.47079 -1.73561 -2.97287
27 C -1.55576 0.43873 -4.04124
28 C -2.36371 3.88548 1.95185
29 H -1.33711 1.09012 -3.19436
30 C -3.06007 2.81248 1.06443
31 N 1.42682 1.50117 1.49558
32 H -5.11393 -2.15665 5.02094
33 H 3.59480 2.04508 -3.81572
34 C -3.40707 0.93763 -0.13112
35 H 6.56429 -0.17508 4.80907
36 H -0.65027 1.97364 -5.44459
37 C 4.34440 0.08672 -4.35746
38 H -1.01975 2.35053 2.62712
39 H 6.14516 -0.81098 -5.99417
40 C -1.62864 -1.51466 -2.36359
41 H -4.07587 3.96577 3.29832
42 H -3.93972 -4.22599 5.71227
43 C 4.70211 -0.79364 3.78251
44 C -1.50479 4.88407 1.18549
45 C 6.11317 -0.62248 3.90674
46 C -2.16531 -1.65733 3.38132
47 C 2.90303 0.54621 4.78347
48 H -1.57120 -4.60477 4.94646
49 H -3.25495 1.78373 -4.50724
50 H -4.19109 5.25485 2.06535
51 C -3.08002 0.73429 -4.41692
52 C 0.46971 3.18615 -2.16117
53 C -3.47189 4.70085 2.69541
54 H -0.58810 -5.13423 0.30709
55 H -1.43044 -4.77218 -3.09841
56 C -1.08308 -3.28812 -4.55314
57 N 0.13059 2.42752 -1.29159
58 H 0.43735 0.79948 -4.95044
59 Cl -4.40455 -0.26364 2.96189
60 H 7.84651 -0.35166 2.68302
61 C -2.16487 -3.74110 4.63686
62 H -0.42836 -5.22359 -1.44375
63 C -4.11108 -2.34144 4.67454
64 H 2.34267 1.19368 -1.90970
65 H -0.87774 0.41730 -6.17606
66 H -3.34261 0.22050 -5.36905
67 C 5.04623 -1.49580 1.63711
68 N -2.40019 1.73641 0.36491
69 H 3.33384 -2.82226 -2.86474
70 H -5.18742 3.35496 1.34975
71 C -3.49290 -1.46713 3.76480
72 C 6.82324 -0.72319 2.75467
73 C 2.46726 1.37166 3.66983
74 C 2.98074 0.52133 -2.42525
75 H -3.76975 -3.72719 -1.09006
76 H -4.03681 -0.86550 -1.19771
77 H -1.64606 -2.76673 -0.09586
78 O 0.76469 3.87257 -3.05033
79 H 3.85872 -1.05842 5.73839
80 H -5.63261 1.05976 0.02166
81 H -2.95928 -5.25688 -1.37074
82 H 4.64956 -1.93130 0.71239
83 S -1.13400 -0.49142 2.57368
84 C -1.72192 -3.56935 -0.81217
85 C -4.43334 2.68583 0.94209
86 C -0.48774 -4.54040 -0.62045
87 N -1.99374 -0.64247 -1.26390
88 H -0.92638 -3.94635 -5.35857
89 H -3.80766 0.35672 -3.66994
90 N 6.33620 -1.24985 1.60159
91 C 1.60108 2.86108 1.52772
92 H -0.76626 4.40094 0.54266
93 C -4.65526 1.54999 0.20869
94 C -3.17927 -0.26725 -0.90880
95 S 1.92668 -1.28881 -0.76881
96 C 2.11285 3.49271 2.65548
97 H 2.30013 4.54373 2.63070
98 C 2.00606 0.76474 2.46208
99 H -0.72139 -1.46656 -5.71722
100 H 2.37660 0.74120 5.75323
101 H -0.79664 3.86267 3.51188
102 C -1.36518 -1.03825 -3.71850
103 H 1.36381 3.40875 0.61413
104 C 3.85616 -0.37667 4.84690
105 H -2.11996 5.44912 0.51367
106 Gd -0.27627 0.62467 -0.04283

Here are the Löwdin charges for atoms 1 to 6, given in e:
1. C -0.06
2. H 0.14
3. C -0.05
4. O 0.06
5. H 0.08
6. H 0.05

***

Record 2
Here is C46H48AsMgN3O as an isolated structure in a non-equilibrium geometry from the Open Molecules 2025 dataset. Energies are from the ωB97M-V functional and the def2-TZVPD basis.

As for the total charge: -2. The value obtained for the HOMO energy (spin up / spin down) is -0.957 / 0.859 eV. The HOMO-LUMO gap (spin up / spin down) comes out at 5.36 / 3.55 eV. For the maximum force, the calculation gives 4.1 eV Å⁻¹. Its molecular weight is 758.14 g/mol. Its relative energy (zero: lowest compared OMol25 entry of this formula, charge and spin) is 350.5 kJ/mol.

Geometry (Å):
1 C 2.32801 -0.78957 3.77515
2 H -4.30960 -0.88198 -5.69223
3 C 1.14212 4.00959 5.15220
4 C -1.58904 3.68423 2.49629
5 C -3.24889 -3.03161 -1.92064
6 C -1.23220 1.35022 -2.41865
7 H -3.35688 -2.88865 -3.00080
8 C 4.43199 3.14310 0.30801
9 C -1.85532 -2.85282 -1.46836
10 C -1.43318 0.64599 -4.62187
11 H -1.17618 -2.26360 -4.22675
12 N -1.97841 1.79782 -1.46558
13 C -2.54440 1.51432 3.07695
14 As 1.89019 0.68847 2.58402
15 H -1.30957 1.93586 1.28603
16 H 0.33905 0.39456 -2.46351
17 C 3.99314 -2.16376 4.87017
18 C -1.49882 -2.73935 -0.11015
19 H -0.95199 4.32713 1.87994
20 H 6.25716 2.63774 -0.73316
21 O 0.93679 0.06117 1.27556
22 H 0.84008 -3.32463 5.49978
23 H -4.13831 2.36575 -1.39201
24 C -3.15473 2.00921 -3.33919
25 C -2.76870 0.11240 3.17897
26 H -3.90645 -2.31502 -1.40600
27 H -1.94453 -3.43332 1.87205
28 C 3.38980 2.67108 1.11416
29 C 3.66973 -1.05529 4.07665
30 H 0.93031 -3.99493 1.24060
31 H 0.26343 -1.38360 4.04196
32 C 1.87918 -2.53571 -1.64910
33 C 0.43531 -2.62271 -1.34121
34 H -0.07008 -0.52412 -8.72689
35 H -0.38849 4.31016 6.65581
36 N -3.13641 2.13782 4.08171
37 H -2.48920 -1.25086 -7.12365
38 H 4.46562 4.20102 0.03602
39 H -3.63101 -4.03461 -1.66995
40 C 0.99674 1.94844 3.87145
41 C -0.59842 -3.03324 -3.69638
42 C -0.60407 2.42281 5.63614
43 C 0.61620 -2.93569 1.23849
44 C 0.01395 -1.31366 -7.96630
45 H 1.48346 -2.30454 1.41947
46 C 3.40766 1.34107 1.56286
47 H -3.20321 -0.07351 2.20058
48 H 2.41103 -2.07168 -0.80723
49 H -1.47732 2.12660 6.22002
50 H -0.04938 -2.81970 2.09780
51 H 3.21981 -3.73198 6.14170
52 C -2.37240 -0.08419 -5.33766
53 H -4.36807 0.65086 -4.85381
54 H 1.51455 -0.36018 -5.88552
55 C -0.09163 -2.63316 -0.01892
56 C -1.82632 -0.76197 -6.41965
57 H 4.23672 -0.63325 1.22845
58 C -2.42387 4.26815 3.42661
59 H 1.64827 4.95642 5.35578
60 H 2.33417 -3.52657 -1.81089
61 C 1.63510 -2.68072 5.11733
62 H -3.37469 -3.12165 0.86750
63 H 2.53984 3.42334 3.60624
64 C 5.33411 0.89584 0.15513
65 H -2.42525 -1.77775 1.54949
66 C 1.30646 -1.59354 4.29298
67 C 1.64107 3.15588 4.15735
68 H 2.07674 -1.92915 -2.54299
69 C -3.79472 -0.27448 -4.93371
70 H 2.56024 3.32395 1.38901
71 H 0.43172 -3.00490 -4.06793
72 H -0.62310 -2.14749 -8.28629
73 H -3.89911 -0.82477 -3.98341
74 H -1.03055 -4.00523 -3.98195
75 C -0.65586 -2.81549 -2.23568
76 C 0.76854 0.80884 -3.41535
77 H -3.87997 2.27404 -4.09366
78 C -1.68687 2.31732 2.23639
79 H -0.70414 0.70944 4.33300
80 H -2.52951 5.32651 3.59560
81 C -3.26770 2.08161 -2.00752
82 C -0.45430 -0.78227 -6.65222
83 C -3.19662 3.41973 4.23330
84 C -0.13146 1.59977 4.60474
85 H 6.05318 0.19146 -0.26522
86 H 0.82398 1.89963 -3.29184
87 C 0.01771 3.64506 5.89080
88 H -3.83627 3.84038 5.01663
89 H 1.05657 -1.63987 -7.91689
90 C 0.44405 -0.26668 -5.70612
91 C -0.04939 0.40369 -4.59441
92 C 4.32197 0.43232 1.00642
93 N -1.88342 1.45025 -3.60146
94 H 1.80541 0.44327 -3.47530
95 H 4.45145 -0.40761 3.67958
96 Mg -0.87056 0.15163 0.55923
97 C -2.35831 -2.77909 1.08920
98 C 5.42154 2.26232 -0.14278
99 H 5.04205 -2.41546 5.03847
100 C 2.97271 -2.93265 5.44106

Here are the Löwdin charges for atoms 1 to 6, given in e:
1. C -0.30
2. H 0.07
3. C -0.11
4. C -0.08
5. C -0.09
6. C -0.28